The following is a DFT calculation (ωB97M-V/def2-TZVPD) of a structure of composition C55H48ClN7PPt in a non-equilibrium geometry.

Calculated values
* multiplicity: 1
* energy: -3428.691832 a.u.
* HOMO level (spin up / spin down): -9.46 / -9.46 eV
* net charge: +1

Positions of all 113 atoms, in Å:
Pt: -1.0060 -0.1939 -0.4514
C: 4.3869 1.2401 0.8655
N: 3.3915 0.5333 0.1067
C: 2.0443 0.6748 0.2239
N: 1.4133 -0.0982 -0.6489
C: 2.3764 -0.7468 -1.3595
C: 3.6241 -0.3676 -0.8921
C: 4.9437 -0.7460 -1.3863
C: 5.9621 -1.1426 -0.5229
C: 7.2063 -1.4819 -1.0217
C: 7.4497 -1.4264 -2.3830
C: 6.4347 -1.0544 -3.2494
C: 5.1889 -0.7178 -2.7582
C: 2.1182 -1.6414 -2.4935
C: 2.6988 -2.9065 -2.5755
C: 2.4512 -3.7099 -3.6743
C: 1.6396 -3.2679 -4.7079
C: 1.0523 -2.0156 -4.6287
C: 1.2912 -1.2051 -3.5318
P: 1.3760 1.8866 1.4218
C: 0.1799 2.6641 0.2886
N: -0.4581 2.0261 -0.6707
C: -1.1497 2.9445 -1.3982
C: -0.8954 4.2003 -0.8592
N: -0.0461 3.9998 0.1935
C: 0.4850 5.0183 1.0571
C: -1.3663 5.5435 -1.2140
C: -0.4813 6.5037 -1.6969
C: -0.9358 7.7686 -2.0252
C: -2.2727 8.0902 -1.8620
C: -3.1593 7.1389 -1.3832
C: -2.7108 5.8725 -1.0556
C: -1.8783 2.5224 -2.5849
C: -2.5804 3.4189 -3.3896
C: -3.2029 2.9819 -4.5440
C: -3.1528 1.6449 -4.9049
C: -2.4706 0.7401 -4.1069
C: -1.8282 1.1799 -2.9686
C: 0.2667 0.7421 2.3067
N: -0.4985 -0.2010 1.7770
C: -1.1547 -0.8069 2.7971
C: -0.7460 -0.2336 3.9932
N: 0.1526 0.7402 3.6608
C: 0.8955 1.5696 4.5696
C: -1.0956 -0.6464 5.3481
C: -1.1242 -2.0145 5.6223
C: -1.4830 -2.4714 6.8735
C: -1.8119 -1.5715 7.8744
C: -1.8032 -0.2135 7.6077
C: -1.4474 0.2519 6.3534
C: -2.1788 -1.8313 2.6175
C: -3.3458 -1.7697 3.3776
C: -4.3277 -2.7253 3.2139
C: -4.1567 -3.7432 2.2880
C: -2.9951 -3.8133 1.5366
C: -2.0066 -2.8591 1.6972
H: 4.0389 2.2502 1.0897
H: 5.3027 1.2957 0.2799
H: 4.5970 0.7257 1.8060
H: 5.7799 -1.1999 0.5396
H: 7.9865 -1.7874 -0.3420
H: 8.4268 -1.6686 -2.7693
H: 6.6128 -1.0183 -4.3127
H: 4.4066 -0.4082 -3.4344
H: 3.3375 -3.2628 -1.7792
H: 2.9000 -4.6901 -3.7197
H: 1.4695 -3.8977 -5.5689
H: 0.4050 -1.6635 -5.4174
H: 0.8565 -0.2153 -3.4830
H: -0.2419 5.8224 1.1698
H: 1.4050 5.4390 0.6437
H: 0.6987 4.5861 2.0349
H: 0.5627 6.2632 -1.8319
H: -0.2463 8.5012 -2.4185
H: -2.6241 9.0813 -2.1045
H: -4.2055 7.3806 -1.2709
H: -3.3930 5.1314 -0.6675
H: -2.6424 4.4590 -3.1111
H: -3.7307 3.6898 -5.1669
H: -3.6542 1.3062 -5.7975
H: -2.4294 -0.3026 -4.3907
H: -1.2918 0.4536 -2.3255
H: 1.0417 1.0213 5.4991
H: 0.3578 2.4958 4.7865
H: 1.8658 1.8162 4.1312
H: -0.8567 -2.7154 4.8470
H: -1.5054 -3.5327 7.0661
H: -2.0797 -1.9284 8.8563
H: -2.0806 0.4887 8.3793
H: -1.4722 1.3133 6.1572
H: -3.4763 -0.9691 4.0894
H: -5.2314 -2.6635 3.8014
H: -4.9398 -4.4713 2.1439
H: -2.8578 -4.6150 0.8276
H: -1.0902 -2.9118 1.1306
Cl: -3.5773 1.6381 0.0757
C: -3.1294 -0.0530 -0.1786
H: -3.4710 -0.5913 0.7064
H: -3.6802 -0.3912 -1.0594
N: -0.9230 -2.3748 -1.6719
C: -0.6978 -3.7174 -1.2924
C: -1.5634 -4.7240 -1.7041
C: -1.3191 -6.0411 -1.3622
C: -0.2255 -6.3633 -0.5755
C: 0.6219 -5.3595 -0.1291
C: 0.3936 -4.0444 -0.4891
H: -1.7009 -2.3173 -2.3257
H: -0.0762 -1.9835 -2.0902
H: -2.4193 -4.4784 -2.3158
H: -1.9806 -6.8149 -1.7231
H: -0.0338 -7.3920 -0.3117
H: 1.4650 -5.6024 0.5044
H: 1.0557 -3.2596 -0.1508